Entry A
ORCA calculation (ωB97M-V/def2-TZVPD) on a 10-piece molecular cluster, C24H74N6O10 overall.

```
114
Properties=species:S:1:pos:R:3
C -1.2544 -0.0410 -2.9657
O -0.7992 -0.1190 -4.3117
C -0.8449 1.0594 -5.1847
C -1.1296 0.6632 -6.6855
C -0.6557 1.7699 -7.6809
N -2.4841 0.3561 -6.9596
H -1.4053 -1.0809 -2.6757
H -2.2121 0.4728 -2.8820
H -0.5364 0.5390 -2.3860
H -1.7459 1.5779 -4.8569
H -0.0008 1.6981 -4.9245
H -0.5515 -0.2463 -6.8492
H -0.7185 1.5226 -8.7407
H 0.4014 2.0313 -7.6330
H -1.1140 2.7379 -7.4786
H -2.7951 -0.2866 -6.2452
H -2.6277 -0.0892 -7.8547
C -3.1312 2.2802 6.7588
O -2.0170 1.6380 6.2058
C -1.4842 2.5453 5.1747
C -0.1675 2.0023 4.4610
C 0.6545 3.0506 3.6061
N -0.5715 0.9502 3.5492
H -3.5845 1.6023 7.4819
H -3.8427 2.5286 5.9713
H -2.9618 3.2690 7.1851
H -2.2190 2.7450 4.3948
H -1.1313 3.5371 5.4573
H 0.5246 1.6720 5.2356
H 1.4883 2.5594 3.1046
H 0.8806 3.9099 4.2375
H -0.0291 3.3731 2.8208
H -1.1941 0.4432 4.1619
H -1.1696 1.1567 2.7620
C -6.5239 2.5710 -0.3741
O -5.3939 2.1777 -1.1601
C -4.5517 1.2711 -0.5286
C -3.7781 2.0546 0.6310
C -3.1058 3.3871 0.1580
N -2.7180 1.1558 1.1667
H -6.0769 3.4069 0.1639
H -6.9385 1.8643 0.3448
H -7.2787 2.7884 -1.1299
H -5.2072 0.4746 -0.1763
H -3.8233 0.8622 -1.2288
H -4.3050 2.1004 1.5841
H -2.3774 3.7676 0.8741
H -3.7984 4.1170 -0.2610
H -2.4664 3.1400 -0.6895
H -3.0680 0.2159 1.2862
H -2.0612 0.9565 0.4257
C 4.2047 -3.9647 -4.7191
O 3.5541 -2.7203 -4.3494
C 3.4994 -2.4368 -2.9325
C 2.4856 -1.3798 -2.5073
C 2.7850 -0.0222 -3.0607
N 2.2749 -1.1111 -1.0764
H 3.7584 -4.8338 -4.2358
H 5.2401 -3.9906 -4.3795
H 4.1726 -4.1057 -5.7995
H 3.2815 -3.3185 -2.3298
H 4.5182 -2.2293 -2.6053
H 1.5119 -1.8335 -2.6921
H 2.0788 0.8014 -2.9551
H 3.0792 -0.1013 -4.1072
H 3.6749 0.3687 -2.5675
H 1.3331 -0.7490 -1.0322
H 2.2458 -2.0312 -0.6608
C 4.5292 -4.3722 2.0083
O 4.9778 -3.1330 1.8321
C 3.9551 -2.1897 1.9249
C 4.4996 -0.8325 1.6309
C 5.3465 -0.2708 2.6887
N 3.4657 0.1451 1.4109
H 3.7027 -4.6711 1.3635
H 4.1340 -4.6057 2.9969
H 5.3563 -5.0749 1.9073
H 3.2139 -2.5194 1.1969
H 3.4483 -2.2123 2.8896
H 5.0888 -0.8144 0.7141
H 5.7805 0.7274 2.6297
H 6.1317 -0.9570 3.0060
H 4.8001 -0.1440 3.6233
H 2.8094 0.0009 0.6569
H 3.9861 0.9498 1.0919
C 0.2852 -3.6900 0.4722
O -0.9683 -2.9135 0.2494
C -1.3316 -2.2926 1.5082
C -2.8205 -2.1067 1.7792
C -3.6312 -3.3885 1.9897
N -3.4526 -1.4938 0.5790
H 0.2762 -4.1854 1.4431
H 1.1586 -3.0397 0.5204
H 0.4988 -4.4360 -0.2932
H -0.8498 -2.6734 2.4087
H -0.9204 -1.3002 1.6932
H -2.9438 -1.3592 2.5629
H -3.3957 -3.9327 2.9043
H -3.4094 -4.1192 1.2120
H -4.6983 -3.1672 2.0093
H -3.0708 -2.1048 -0.1289
H -4.4594 -1.5040 0.4991
O 1.0418 4.7270 0.3592
H 1.9237 4.7593 0.7298
H 1.0548 3.9692 -0.2254
O 2.1599 2.3225 -0.8139
H 2.9930 2.7319 -0.5802
H 2.3989 1.6206 -1.4193
O 0.0752 0.9580 0.2037
H 0.3108 0.8485 1.1250
H 0.7802 1.4920 -0.1624
O 2.2042 -0.1529 3.8091
H 2.4715 -0.2246 2.8928
H 1.2962 0.1477 3.7714
```

Orbital gap: 8.4 eV
Net charge: 0
HOMO level: -8.2099 eV

***

Entry B
ORCA calculation (ωB97M-V/def2-TZVPD) on a 10-piece molecular cluster, C24H74N6O10 overall.

```
114
Properties=species:S:1:pos:R:3
C -9.0400 1.2324 -1.3549
O -8.0230 2.0590 -1.7602
C -6.6062 1.8064 -1.5005
C -5.6989 3.1067 -1.4504
C -6.1577 4.0876 -0.3824
N -5.8414 3.6840 -2.7384
H -9.3354 1.3735 -0.3153
H -8.7708 0.2130 -1.6315
H -9.9208 1.3335 -1.9889
H -6.5453 1.3489 -0.5131
H -6.3365 1.0236 -2.2094
H -4.6577 2.8269 -1.2901
H -6.5911 3.6093 0.4960
H -6.9717 4.6833 -0.7955
H -5.3420 4.7608 -0.1189
H -5.6692 4.6792 -2.7360
H -6.8351 3.5244 -2.8235
C 0.0265 -11.2028 2.8109
O -1.1862 -10.4782 3.0278
C -1.2974 -9.3872 3.8800
C -2.8658 -9.2189 4.0644
C -3.3264 -7.7872 4.5512
N -3.4674 -10.2112 4.8726
H 0.8457 -10.5164 3.0251
H 0.0874 -11.4483 1.7507
H 0.2514 -12.0318 3.4819
H -0.8485 -9.5884 4.8528
H -0.8897 -8.5595 3.2996
H -3.3234 -9.2559 3.0758
H -2.8382 -7.6357 5.5140
H -4.3901 -7.6700 4.7584
H -3.0521 -7.0578 3.7892
H -4.4623 -10.0925 4.9995
H -3.3899 -11.0700 4.3467
C -8.9843 -1.1007 7.9860
O -9.7018 -0.8045 6.8170
C -10.8435 -1.7244 6.7184
C -11.8811 -1.1378 5.6535
C -13.1935 -1.7321 5.6060
N -11.3927 -1.0602 4.3401
H -9.1644 -0.5803 8.9266
H -7.9792 -0.8743 7.6303
H -9.0392 -2.1675 8.2031
H -10.5768 -2.6510 6.2101
H -11.3047 -1.8788 7.6939
H -12.0999 -0.0928 5.8732
H -13.5710 -1.9201 6.6111
H -13.2111 -2.7436 5.2003
H -13.9295 -1.1863 5.0156
H -11.2887 -1.9652 3.9039
H -10.4568 -0.7090 4.4849
C -8.7547 -10.4065 6.2159
O -8.6988 -9.9175 4.8859
C -10.0118 -9.7304 4.3230
C -10.0394 -9.3245 2.8917
C -9.1070 -8.1941 2.5483
N -11.3612 -8.8010 2.6263
H -7.7780 -10.4148 6.6998
H -9.2958 -11.3185 6.4683
H -9.2738 -9.6498 6.8040
H -10.5524 -10.6548 4.5261
H -10.4134 -8.9191 4.9301
H -9.9788 -10.1644 2.1996
H -9.2132 -7.4693 3.3554
H -9.4714 -7.8011 1.5992
H -8.0669 -8.5196 2.5311
H -11.6499 -8.9563 1.6710
H -12.0071 -9.4818 2.9996
C -6.3358 -2.8426 3.6616
O -5.9979 -1.4964 3.2162
C -4.6685 -1.4574 2.6098
C -4.0781 -0.1713 3.1366
C -2.6070 0.1324 2.8268
N -4.4013 0.0556 4.5315
H -6.4443 -3.5838 2.8698
H -7.1935 -2.8509 4.3343
H -5.5446 -3.2119 4.3140
H -4.0159 -2.2595 2.9545
H -4.8966 -1.4718 1.5440
H -4.6128 0.6141 2.6023
H -2.1930 1.1033 3.0991
H -2.5063 0.0595 1.7439
H -1.9326 -0.6667 3.1346
H -3.6897 -0.3652 5.1117
H -5.1677 -0.5970 4.6142
C 3.6515 -6.0836 6.4684
O 2.8943 -5.9553 7.6523
C 1.9394 -4.9018 7.7744
C 0.7340 -4.9395 6.8025
C 1.0455 -4.4151 5.3846
N -0.3644 -4.0513 7.2155
H 4.5588 -5.5099 6.6578
H 3.1371 -5.8610 5.5336
H 3.9713 -7.1229 6.5448
H 1.5531 -5.0561 8.7819
H 2.3972 -3.9130 7.8026
H 0.4118 -5.9551 6.5724
H 1.8502 -3.6805 5.4152
H 0.1924 -3.9418 4.8984
H 1.3695 -5.2308 4.7382
H 0.0205 -3.1255 7.3372
H -0.6540 -4.3637 8.1313
O 1.6520 2.2622 5.4187
H 0.7546 2.4068 5.1185
H 1.8379 3.0091 5.9877
O -4.8601 2.3373 8.7439
H -4.5579 2.8216 7.9755
H -4.2749 1.5816 8.7966
O -11.3148 -4.6774 2.4775
H -10.7138 -4.8397 1.7504
H -11.4425 -5.5365 2.8797
O -3.7542 3.9835 5.0224
H -4.3565 4.4822 4.4704
H -3.9404 3.0679 4.8144
```

Orbital gap: 9.2 eV
Net charge: 0
HOMO level: -8.9354 eV

***

Entry C
ORCA calculation (ωB97M-V/def2-TZVPD) on a 10-piece molecular cluster, C24H74N6O10 overall.

```
114
Properties=species:S:1:pos:R:3
C 1.9062 2.5304 0.4565
O 3.1219 1.8124 0.3685
C 3.1928 1.0391 -0.8203
C 4.2787 -0.0031 -0.7476
C 5.6561 0.6390 -0.6742
N 4.1852 -0.6037 -2.0854
H 1.6805 2.7416 1.4885
H 1.0632 1.8973 0.1240
H 1.8935 3.4977 -0.0663
H 2.2422 0.5636 -1.1161
H 3.4538 1.6433 -1.7018
H 4.1859 -0.7032 0.0873
H 5.8239 1.4379 -1.4174
H 6.3587 -0.1994 -0.7036
H 5.7417 1.1337 0.3085
H 5.0515 -1.1649 -2.1501
H 3.4085 -1.2675 -2.0905
C -2.9040 7.6857 1.0110
O -2.5563 6.3858 1.4097
C -2.7264 5.4606 0.3335
C -2.2347 4.0699 0.7765
C -2.4314 3.0101 -0.3021
N -2.8681 3.5801 2.0390
H -2.8468 8.3619 1.8729
H -3.9114 7.7639 0.5500
H -2.1991 8.0499 0.2542
H -3.7990 5.3838 0.1198
H -2.2187 5.8731 -0.5053
H -1.1316 4.1118 0.9265
H -1.6768 2.1917 -0.1943
H -2.2112 3.4259 -1.2599
H -3.4543 2.6535 -0.3541
H -3.8404 3.3091 1.9757
H -2.8271 4.2492 2.7546
C -4.3252 -0.9651 -0.7967
O -4.2630 -0.3621 -2.1188
C -3.1159 -0.7734 -2.8464
C -3.0752 -0.1875 -4.2127
C -4.3347 -0.4521 -5.0583
N -1.8992 -0.8706 -4.8389
H -5.3554 -0.8090 -0.4349
H -3.6016 -0.4827 -0.1376
H -4.1429 -2.0562 -0.8256
H -2.2356 -0.3999 -2.3208
H -2.9671 -1.8173 -2.9087
H -2.9552 0.8529 -4.1151
H -4.4837 -1.5374 -5.2953
H -4.1600 -0.0375 -6.0489
H -5.2882 -0.1491 -4.5745
H -2.3189 -1.7053 -5.2690
H -1.5762 -0.2831 -5.5995
C -0.4769 -6.5298 -4.6527
O -0.3921 -5.1057 -4.5209
C 0.9450 -4.6353 -4.8707
C 0.9747 -3.1195 -4.5988
C 2.5079 -2.7491 -4.6619
N 0.4329 -2.7801 -3.3173
H -0.2303 -6.8614 -5.6389
H -1.5531 -6.7456 -4.5263
H 0.0996 -6.9723 -3.8673
H 1.6024 -5.0913 -4.1349
H 1.3232 -4.8126 -5.8553
H 0.3647 -2.6653 -5.3912
H 3.0098 -3.2749 -3.8338
H 2.7043 -1.6882 -4.5026
H 2.9099 -3.0657 -5.6080
H -0.2629 -3.4479 -3.0548
H -0.0363 -1.8753 -3.4091
C -0.2386 -3.0752 3.1927
O -1.0045 -1.8473 3.0634
C -1.0905 -1.0544 4.2398
C -1.7593 0.2846 3.9502
C -3.1862 0.1274 3.5169
N -1.0145 1.0896 2.9589
H -0.8024 -3.8073 3.8082
H 0.7012 -2.8161 3.6612
H -0.1803 -3.4931 2.1782
H -1.6489 -1.5368 5.1120
H -0.0659 -0.8523 4.5750
H -1.7121 0.7212 4.9530
H -3.2185 -0.4790 2.6007
H -3.6236 1.1259 3.2756
H -3.7699 -0.4183 4.2540
H -0.2470 1.4679 3.5370
H -1.6005 1.8838 2.6155
C 1.7314 3.1890 4.9247
O 1.7950 1.8194 4.6024
C 3.1332 1.4894 3.9838
C 3.1668 0.0203 3.7723
C 4.5857 -0.4387 3.3948
N 2.1505 -0.2691 2.7383
H 2.2284 3.3420 5.8921
H 0.7531 3.6409 5.0700
H 2.1973 3.8171 4.1306
H 3.2642 1.9878 3.0307
H 3.9311 1.8885 4.6173
H 2.7973 -0.5472 4.6199
H 4.5827 -1.3493 2.8146
H 5.2421 -0.6721 4.2564
H 5.1707 0.3124 2.8390
H 2.4581 0.2223 1.9219
H 1.2744 0.2015 2.9957
O -2.6619 -2.9972 0.7765
H -2.5086 -3.9658 0.8822
H -2.2335 -2.6076 1.5296
O 1.5593 -1.8923 -0.7135
H 1.0527 -2.2159 -1.4638
H 1.0727 -1.1772 -0.3098
O 3.1321 -2.8164 1.3948
H 2.5124 -2.2504 1.9108
H 2.8008 -2.5802 0.4973
O -0.3728 -0.0705 0.3019
H -0.5846 0.2383 1.2025
H -1.0007 -0.7446 0.0730
```

Orbital gap: 9.6 eV
Net charge: 0
HOMO level: -9.0109 eV

***

Stability, highest: entry C

***

Entry A
ORCA calculation (ωB97M-V/def2-TZVPD) on one molecule with the formula C4H2O2.

```
8
Properties=species:S:1:pos:R:3
O -2.8789 -0.4449 -0.0150
C -1.8253 -0.8992 -0.3905
C -0.5424 -0.4681 0.1163
C 0.5430 -0.1049 0.4653
C 2.0646 1.1862 -0.1697
O 1.6579 0.4754 0.8915
H -1.7591 -1.6799 -1.1660
H 2.7403 1.9354 0.2682
```

Orbital gap: 9.2 eV
Net charge: 0
HOMO level: -9.9019 eV

***

Entry B
ORCA calculation (ωB97M-V/def2-TZVPD) on one molecule with the formula C4H2O2.

```
8
Properties=species:S:1:pos:R:3
C 2.1322 -0.1684 -0.2185
C 0.9951 0.1816 -0.0311
C -0.3627 0.6234 0.2247
O -0.6559 1.7368 0.6006
C -1.4808 -0.3971 -0.0060
O -1.2905 -1.5046 -0.4330
H 3.1414 -0.4768 -0.3910
H -2.4788 0.0051 0.2543
```

Orbital gap: 9.3 eV
Net charge: 0
HOMO level: -10.4475 eV

***

Stability, highest: entry B